16
Properties=species:S:1:pos:R:3:nbo_charge:R:1 method="wB97M-V/def2-TZVPD" lumo_ev=0.6 multiplicity=1 orbital_gap_ev=8.863
C 0.4169 1.7040 0.2515 -1.115
C 1.2533 -1.2200 1.1069 -1.141
C -2.3268 -0.4568 -0.2321 -0.751
N 0.9912 -0.3185 -1.6994 -1.347
Si 0.2413 -0.1522 -0.1621 1.709
Br -3.0773 1.1058 0.7126 -0.069
H 0.4333 2.3347 -0.6439 0.234
H -0.3279 2.1333 0.9184 0.257
H 1.2890 1.8723 0.7264 0.230
H 0.9707 -0.9537 2.1722 0.258
H 0.9664 -2.2970 1.1318 0.245
H 2.3095 -1.2888 0.7564 0.253
H -2.7006 -0.6373 -1.2458 0.203
H -2.7105 -1.1345 0.5175 0.197
H 1.4682 -1.2022 -2.0061 0.421
H 0.8034 0.5110 -2.3043 0.416

15
Properties=species:S:1:pos:R:3:nbo_charge:R:1 method="wB97M-V/def2-TZVPD" lumo_ev="-4.7 / -7.9" charge=+1 multiplicity=1 orbital_gap_ev="9.971 / 3.699"
O 1.4018 -2.8676 0.3526 -0.442
C 0.3262 -3.2988 -0.3081 0.941
C 1.3822 -1.4057 0.3155 -0.184
O 0.1785 -4.4490 -0.6610 -0.485
O -0.4992 -2.3095 -0.5960 -0.455
C -0.0737 -1.0684 0.1263 -0.050
Li -0.7069 0.7474 -0.7339 0.948
H 2.0407 -1.1200 -0.5207 0.227
H 1.8040 -1.0226 1.2529 0.237
H -0.5656 -1.1814 1.1126 0.240
C -0.6127 3.5950 0.1350 0.625
O -1.1360 2.6293 -0.5196 -0.982
O -1.2353 4.6783 0.2003 -0.687
Zn -2.5952 3.6719 -0.9099 0.908
H 0.2911 3.4013 0.7539 0.158

77
Properties=species:S:1:pos:R:3:mulliken_charge:R:1 method="wB97M-V/def2-TZVPD" lumo_ev=-3.8 charge=+1 multiplicity=1 orbital_gap_ev=7.038
C 2.9743 -3.3568 5.1132 -1.111
C 3.5482 -4.4273 4.1929 -0.581
C 3.1856 -4.2698 2.7164 -0.764
N 4.1267 -3.4371 1.9386 -0.205
C 4.0004 -2.0490 1.9852 0.538
C 2.8054 -1.3964 2.2542 -0.731
N 2.7143 -0.0559 2.2378 0.031
C 3.7621 0.7219 1.9699 -0.601
C 4.9809 0.1411 1.6701 -0.750
C 5.1133 -1.2423 1.6555 1.206
C 6.4325 -1.8528 1.2934 -1.810
H 3.3394 -2.3566 4.8939 0.249
H 1.8890 -3.3855 5.0972 0.293
H 3.2672 -3.5701 6.1380 0.422
H 4.6256 -4.5141 4.3194 0.315
H 3.1408 -5.3845 4.5098 0.375
H 3.1959 -5.2539 2.2589 0.516
H 2.1639 -3.9153 2.6268 0.137
H 5.0611 -3.6665 2.2553 0.369
H 1.9060 -1.9325 2.4910 0.592
H 1.8265 0.3818 2.4537 0.383
H 3.6431 1.7911 1.9840 0.426
H 5.8192 0.7739 1.4391 0.476
H 6.9996 -2.0761 2.1942 0.368
H 6.2724 -2.7752 0.7446 0.421
H 6.9869 -1.1700 0.6651 0.474
C -0.9117 3.6998 -0.5395 -1.457
C 0.0491 2.6004 -0.1065 0.440
C -0.6085 1.2316 0.1022 -0.304
O -1.3461 1.0976 1.3025 -0.359
C -2.6675 1.6171 1.2636 -0.709
N 0.7744 3.0359 1.0947 -0.651
H -1.5092 4.0760 0.2915 0.248
H -0.3566 4.5475 -0.9404 0.482
H -1.5886 3.3431 -1.3188 0.241
H 0.7801 2.4726 -0.9102 0.414
H 0.1899 0.4839 0.1707 0.073
H -1.2262 0.9534 -0.7611 0.375
H -3.1213 1.4736 0.2796 0.254
H -2.6883 2.6768 1.5249 0.242
H -3.2550 1.0747 2.0032 0.294
H 1.4906 2.3479 1.3121 -0.037
H 0.1280 2.9918 1.8792 0.376
C -1.1575 -4.6075 -1.1583 -1.573
C -0.2503 -4.0395 -0.0722 0.285
C -0.2759 -2.5073 0.0258 -0.250
O 0.4509 -1.8303 -0.9806 -0.315
C -0.2330 -1.6689 -2.2150 -0.892
N 1.1076 -4.5641 -0.2613 -0.646
H -0.7203 -4.5026 -2.1505 0.313
H -1.3160 -5.6718 -0.9915 0.395
H -2.1321 -4.1162 -1.1587 0.357
H -0.6183 -4.4162 0.8874 0.392
H 0.2114 -2.2248 0.9670 -0.038
H -1.3046 -2.1281 0.0793 0.547
H -1.3048 -1.5195 -2.0607 0.396
H -0.0725 -2.5229 -2.8745 0.292
H 0.1771 -0.7855 -2.7037 0.274
H 1.6954 -4.2907 0.5221 0.140
H 1.5181 -4.0925 -1.0633 0.343
C -5.0832 3.1139 -2.6097 -1.224
C -4.1985 4.3414 -2.8076 0.644
C -4.9094 5.5263 -3.4762 -0.893
O -5.1081 5.3884 -4.8671 -0.384
C -6.2445 4.6358 -5.2518 -0.641
N -2.9849 3.9444 -3.5309 -0.656
H -5.2196 2.5565 -3.5356 0.284
H -4.6236 2.4324 -1.8923 0.056
H -6.0675 3.3913 -2.2288 0.367
H -3.8926 4.6843 -1.8137 0.331
H -4.2726 6.4076 -3.3628 0.356
H -5.8604 5.7498 -2.9750 0.439
H -7.0788 4.7897 -4.5616 0.301
H -6.0169 3.5693 -5.3187 0.222
H -6.5435 4.9783 -6.2414 0.263
H -2.3440 4.7329 -3.5592 0.261
H -3.2402 3.8001 -4.5046 0.293

78
Properties=species:S:1:pos:R:3:mulliken_spin:R:1 method="wB97M-V/def2-TZVPD" lumo_ev="-4.5 / -4.2" charge=+1 multiplicity=5 orbital_gap_ev="5.163 / 5.580" s_squared=6.076
Pm -1.7372 1.3192 0.9880 4.159
C 0.2376 0.6328 4.3992 -0.025
C 0.8828 0.8604 3.1627 0.000
C -0.5728 2.6036 3.5752 0.012
C -0.6663 1.6971 4.6495 -0.039
C 0.3981 2.0953 2.6451 -0.090
C 0.6185 -0.4329 5.3528 0.001
H 1.6033 -0.8531 5.0953 0.000
H -0.1066 -1.2628 5.4075 -0.001
H 0.7026 -0.0224 6.3676 -0.001
C -1.5319 1.8473 5.8327 0.007
H -1.0944 1.3565 6.7009 0.000
H -2.5113 1.4005 5.6533 -0.005
H -1.6866 2.8950 6.0824 -0.001
C -1.2439 3.9137 3.4247 -0.002
H -1.5839 4.3274 4.3847 0.000
H -2.1340 3.8691 2.7749 0.002
H -0.5707 4.6698 2.9931 0.000
C 0.9331 2.8243 1.4558 -0.013
H 1.8036 3.4374 1.7479 -0.004
H 0.2103 3.5321 1.0026 -0.001
H 1.3113 2.1373 0.6796 -0.004
C 2.0490 0.1260 2.6110 0.006
H 2.9826 0.5739 3.0304 -0.003
H 2.1353 0.1870 1.5045 0.002
H 2.0544 -0.9404 2.9062 -0.002
C 0.6515 -3.4920 0.2739 0.000
C 1.7672 -3.4862 1.0154 0.000
C 3.1253 -2.9234 0.6928 0.000
C 3.5176 -2.7026 -0.8051 0.000
C 3.2462 -1.3736 -1.4073 0.000
C 2.0292 -0.7956 -1.5341 0.000
C 0.7622 -1.3299 -0.9550 -0.010
C 0.4622 -2.8278 -1.0635 0.000
H 3.8628 -3.6354 1.1089 0.000
H 3.0771 -3.5041 -1.4026 0.000
H 3.3030 -2.0268 1.3181 0.000
H 1.0326 -3.2982 -1.8865 0.000
H -0.2598 -4.0468 0.6043 0.000
H 1.7118 -3.9691 2.0041 0.000
H -0.6155 -2.9315 -1.2948 0.000
H 0.6871 -1.0159 0.1000 0.004
H 1.9409 0.1524 -2.0646 0.000
H -0.0641 -0.7514 -1.4287 0.006
H 4.6036 -2.8984 -0.8500 0.000
H 4.1528 -0.8728 -1.8021 0.000
P -0.8421 -0.6680 -3.5511 0.001
P -1.0082 2.2507 -3.7694 0.003
C -1.2401 -0.1062 -5.3019 0.000
C -1.6751 1.3489 -5.3180 -0.001
H -2.0307 -0.7654 -5.6929 0.000
H -0.3500 -0.2240 -5.9432 0.000
H -1.2623 1.8421 -6.2226 0.000
H -2.7774 1.4403 -5.3414 0.000
C -1.4951 3.8386 -4.5781 0.000
H -0.9974 4.6664 -4.0713 0.000
H -2.5774 3.9671 -4.4909 0.000
H -1.2222 3.8573 -5.6426 0.000
C 0.7027 2.3016 -4.5238 0.000
H 0.6555 2.3685 -5.6231 0.000
H 1.3212 1.4384 -4.2499 0.000
H 1.1885 3.2071 -4.1417 0.000
C -2.3180 -1.7567 -3.4049 0.000
H -2.5331 -1.9584 -2.3483 0.000
H -2.1374 -2.6937 -3.9470 0.000
H -3.1682 -1.2265 -3.8493 0.000
C 0.3883 -1.9094 -4.2119 0.000
H 0.4541 -1.8541 -5.3122 0.000
H 0.1086 -2.9410 -3.9492 0.000
H 1.3945 -1.7101 -3.8259 0.000
C -2.4243 -1.6229 3.8600 -0.001
S -2.5979 -0.9211 2.2676 -0.010
O -3.4944 -1.6726 1.4216 0.000
O -3.0926 0.5051 2.5492 -0.002
O -1.2126 -0.7063 1.6261 0.010
H -3.3422 -2.2076 4.0157 0.000
H -2.3149 -0.8491 4.6290 0.000
H -1.5766 -2.3042 3.8904 0.000

no.,calculated total energy (eV)
1,-82682.4838
2,-63063.6141
3,-36141.2608
4,-78772.0102